The following is a DFT calculation (ωB97M-V with the def2-TZVPD basis set) of a structure of composition C4H9INO at a distorted geometry.

Total energy in Eh: -585.13520
Energy above the lowest of the compared OMol25 structures with the same formula, charge and spin in eV: 2.6041

```
! RIJCOSX wB97M-V def2-TZVPD def2/J DEFGRID3
* xyz 1 1
N -0.0076 -1.6621 0.4731
O -1.9082 -1.7031 -1.0563
C -1.1083 -0.9019 -1.4569
H 0.6624 1.1612 2.0066
H 0.7169 -2.4735 0.3357
H -1.0580 -1.9177 0.2279
H 0.6227 2.7631 1.1398
C -0.2569 1.2121 0.2115
H -0.2777 1.7201 -0.7154
H -1.0212 -0.5777 -2.5309
C 0.8878 1.6052 0.9641
H -1.2676 1.1585 0.6127
C 0.0336 -0.6165 -0.6143
H 1.8978 1.5474 0.6639
H 0.1045 -1.0642 1.2701
I 1.9798 -0.2509 -1.5317
*
```

For reference, the Mulliken charges in units of e are: number 1, N, carries -0.20; number 2, O, carries -0.48; number 3, C, carries 0.23; number 4, H, carries 0.31; number 5, H, carries 0.38; number 6, H, carries 0.39; number 7, H, carries 0.29; number 8, C, carries -0.74; number 9, H, carries 0.47; number 10, H, carries 0.34; number 11, C, carries -0.83; number 12, H, carries 0.41; number 13, C, carries -0.61; number 14, H, carries 0.40; number 15, H, carries 0.35; number 16, I, carries 0.29